1.
ORCA calculation (ωB97M-V/def2-TZVPD) on a structure of composition C32H43BrN12S2Sr in a non-equilibrium geometry.

Each line ends with the Mulliken charge.
Atoms and positions in Å:
1 Sr 1.593 -22.663 3.114  1.340
2 Br 2.030 -26.228 3.277  -0.039
3 C 1.819 -27.160 1.600  0.304
4 C 1.835 -28.540 1.654  -0.784
5 C 1.279 -29.286 0.619  -0.563
6 C 0.621 -28.605 -0.405  -0.867
7 C 0.728 -27.178 -0.542  0.822
8 C 0.231 -26.526 -1.688  -0.920
9 C 0.462 -25.150 -1.801  -0.795
10 C 1.285 -24.455 -0.832  -1.147
11 C 1.774 -25.106 0.284  0.945
12 C 1.416 -26.424 0.468  0.439
13 H 2.181 -29.052 2.544  0.388
14 H 1.271 -30.392 0.660  0.336
15 H 0.084 -29.205 -1.113  0.390
16 H -0.413 -27.035 -2.388  0.357
17 H 0.009 -24.559 -2.613  0.376
18 H 1.362 -23.380 -0.923  0.363
19 N -0.875 -23.004 1.917  -0.256
20 C -1.427 -22.149 0.812  -0.465
21 C -1.164 -20.590 0.902  0.225
22 C -0.153 -20.039 -0.019  -1.229
23 C 1.343 -20.393 0.207  0.366
24 N 1.744 -20.281 1.614  -0.227
25 H -1.084 -23.968 1.604  0.156
26 H -1.426 -22.880 2.789  0.112
27 H -2.514 -22.352 0.654  0.376
28 H -0.915 -22.484 -0.133  0.141
29 H -0.938 -20.341 1.967  -0.362
30 H -2.132 -20.144 0.666  0.353
31 H -0.240 -18.941 -0.148  0.435
32 H -0.406 -20.264 -1.096  0.395
33 H 1.949 -19.692 -0.439  0.231
34 H 1.553 -21.383 -0.134  -0.185
35 H 1.242 -19.487 2.031  0.202
36 H 2.761 -20.100 1.615  -0.021
37 N 3.965 -24.052 0.671  -0.172
38 C 4.696 -23.543 1.643  -0.234
39 N 6.056 -23.722 1.658  -0.744
40 C 6.666 -23.294 2.805  0.374
41 N 7.931 -23.668 3.087  -0.407
42 N 6.097 -22.532 3.753  -0.588
43 C 4.801 -22.264 3.540  0.478
44 N 4.072 -22.689 2.516  0.556
45 C 4.289 -21.460 4.679  0.001
46 C 5.204 -21.054 5.715  -0.832
47 C 4.744 -20.343 6.828  -0.460
48 C 3.432 -19.841 6.784  -0.811
49 C 2.604 -20.265 5.793  -0.404
50 N 2.998 -21.074 4.774  0.507
51 H 4.544 -24.524 -0.018  0.258
52 H 2.875 -24.636 0.758  -0.094
53 H 8.364 -24.340 2.498  0.251
54 H 8.307 -23.596 4.027  0.221
55 H 6.233 -21.368 5.608  0.486
56 H 5.434 -20.126 7.646  0.419
57 H 3.129 -19.088 7.548  0.362
58 H 1.565 -19.937 5.796  0.390
59 C 8.907 -18.865 1.915  -0.840
60 N 8.540 -18.715 0.491  0.166
61 C 9.297 -17.814 -0.397  -0.961
62 C 7.274 -19.198 0.125  0.210
63 S 5.954 -19.084 1.167  -0.461
64 N 7.020 -19.590 -1.194  0.199
65 C 8.082 -20.067 -2.099  -1.174
66 C 5.715 -19.546 -1.816  -1.106
67 H 9.778 -18.219 2.163  0.263
68 H 9.112 -19.969 2.081  0.275
69 H 8.040 -18.634 2.593  0.301
70 H 9.986 -17.230 0.202  0.359
71 H 8.709 -17.057 -0.876  0.326
72 H 9.906 -18.310 -1.173  0.281
73 H 9.000 -20.156 -1.481  0.382
74 H 8.244 -19.344 -2.898  0.342
75 H 7.807 -21.023 -2.533  0.395
76 H 5.061 -18.794 -1.358  0.374
77 H 5.144 -20.472 -1.742  0.287
78 H 5.838 -19.302 -2.875  0.363
79 C -1.821 -21.917 8.719  -1.088
80 C -1.457 -21.978 7.299  0.839
81 C -1.706 -20.948 6.360  -1.014
82 C -1.041 -21.054 5.148  -0.365
83 N -0.230 -22.093 4.880  0.291
84 C -0.041 -23.078 5.810  -0.030
85 S 1.007 -24.493 5.539  -0.508
86 N -0.675 -23.015 6.981  -0.474
87 H -1.562 -22.918 9.151  0.331
88 H -2.901 -21.758 8.918  0.318
89 H -1.342 -21.081 9.202  0.257
90 H -2.295 -20.049 6.542  0.351
91 H -1.063 -20.259 4.397  0.366

Properties
Frontier orbital gap ... 7.01 eV
Lowest unoccupied orbital energy ... -0.003 eV
E_tot ... -5303.4173 Eh
Relative energy (zero: lowest compared OMol25 entry of this formula, charge and spin) ... 47.6 kcal/mol
HOMO energy ... -7.0097 eV

---

2.
ORCA calculation (ωB97M-V/def2-TZVPD) on a cluster of 2 separate species, C32H43ClFNO8S2 in total in a non-equilibrium geometry.

Each line ends with the Mulliken charge.
Atoms and positions in Å:
1 C -1.079 -0.237 -4.370  -0.882
2 C -1.946 0.041 -3.055  0.263
3 C -3.502 0.093 -2.988  -0.840
4 C -4.279 0.382 -1.646  -0.695
5 C -3.531 0.664 -0.283  0.538
6 C -4.399 0.977 1.022  0.672
7 C -3.711 1.973 2.081  -0.764
8 C -5.787 1.709 0.554  -1.320
9 C -1.974 0.595 -0.355  0.044
10 O -1.171 0.788 0.819  -0.357
11 C -1.275 -0.315 1.750  -1.020
12 C -0.165 -1.462 1.562  -0.373
13 N 0.618 -1.479 0.261  0.299
14 C 2.023 -1.968 0.427  -0.168
15 O 2.935 -1.867 -0.428  -0.609
16 C 1.967 -2.651 1.879  0.639
17 C 1.442 -4.167 1.600  -0.909
18 O 2.062 -4.789 0.450  -0.423
19 C 1.143 -4.985 -0.624  0.582
20 C -0.218 -5.725 -0.553  -0.378
21 C -1.094 -5.787 -1.859  -0.398
22 C -0.694 -5.168 -3.220  -0.496
23 C 0.693 -4.453 -3.299  -0.425
24 C 1.561 -4.376 -2.013  -0.216
25 C 1.013 -1.626 2.652  1.064
26 C 1.664 -0.117 2.705  -0.015
27 C 3.235 -0.096 3.026  -0.781
28 C 4.185 0.359 1.815  -0.596
29 C 3.665 1.621 0.978  0.178
30 S 4.833 2.120 -0.412  0.990
31 O 6.265 2.196 0.026  -0.557
32 O 4.273 3.428 -0.944  -0.552
33 Cl 4.508 0.728 -1.958  -0.151
34 C 0.649 -1.858 4.197  -0.541
35 C 0.257 -3.358 4.582  0.292
36 O 1.171 -4.075 5.076  -0.497
37 F -1.032 -3.944 4.457  -0.283
38 C -1.192 0.316 -1.696  0.206
39 H -0.602 -1.287 -4.255  0.129
40 H -0.190 0.502 -4.337  0.225
41 H -1.659 -0.147 -5.349  0.354
42 H -4.069 -0.102 -3.974  0.258
43 H -5.420 0.363 -1.742  0.079
44 H -4.733 -0.031 1.467  0.339
45 H -2.878 2.578 1.569  0.030
46 H -3.284 1.312 2.933  0.072
47 H -4.490 2.663 2.587  0.477
48 H -5.454 2.474 -0.254  0.361
49 H -6.259 2.332 1.388  0.355
50 H -6.506 0.997 0.025  0.265
51 H -1.164 0.136 2.808  0.138
52 H -2.335 -0.783 1.733  0.405
53 H -0.827 -2.407 1.431  0.303
54 H 0.829 -0.505 -0.053  -0.194
55 H 3.053 -2.791 2.203  0.411
56 H 1.789 -4.779 2.522  0.293
57 H 0.299 -4.212 1.615  0.234
58 H -0.565 -6.166 0.436  0.393
59 H -2.117 -6.309 -1.809  0.295
60 H -1.327 -5.181 -4.165  0.342
61 H 1.117 -3.956 -4.245  0.351
62 H 2.571 -3.845 -2.084  0.290
63 H 1.141 0.384 3.612  0.743
64 H 1.341 0.482 1.790  -0.632
65 H 3.434 0.640 3.900  0.375
66 H 3.650 -1.109 3.406  0.273
67 H 4.467 -0.542 1.142  0.164
68 H 5.191 0.682 2.295  0.466
69 H 3.503 2.533 1.664  0.426
70 H 2.654 1.448 0.441  -0.463
71 H 1.502 -1.518 4.899  0.388
72 H -0.268 -1.193 4.436  0.377
73 H -0.049 0.295 -1.765  0.156
74 C 0.535 6.177 -1.816  -0.711
75 C 1.060 5.101 -0.862  -0.508
76 C 0.150 3.880 -1.004  0.381
77 S -0.502 3.932 -2.669  1.224
78 O -1.929 4.146 -2.598  -0.668
79 O 0.080 2.857 -3.443  -0.634
80 C 0.277 5.466 -3.139  -0.829
81 H 1.247 6.997 -1.934  0.389
82 H -0.399 6.593 -1.426  0.299
83 H 2.084 4.833 -1.143  0.130
84 H 1.086 5.456 0.171  0.379
85 H 0.701 2.949 -0.860  -0.379
86 H -0.692 3.925 -0.310  0.157
87 H -0.376 6.026 -3.807  0.439
88 H 1.215 5.223 -3.644  0.335

Properties
SMILES string ... Cc1ccc(C(C)C)c(OC[C@H]2NC(=O)[C@H](COc3ccccc3)[C@]2(CCCCS(=O)(=O)Cl)CC(=O)F)c1.O=S1(=O)CCCC1
Frontier orbital gap ... 7.61 eV
Lowest unoccupied orbital energy ... -0.712 eV
E_tot ... -3257.7723 Eh
HOMO energy ... -8.3227 eV